No. 1
C32H58N8O9P3SW as an isolated structure, computed with ωB97M-V/def2-TZVPD.

F_max: 2.33 eV/A
LUMO energy: -9.6 eV
Energy: -104988.5549 eV
Charge: +3
E_HOMO: -16.00 eV

Last column: Löwdin charge in e.
Positions of all 112 atoms, in Å:
W (1.39104, 0.59721, -0.49908)  1.83
N (2.04270, 0.79719, -4.98925)  0.12
C (1.83392, 1.07764, -3.68581)  -0.78
S (0.68214, 0.11176, -2.82037)  0.87
N (2.48087, 2.03849, -3.12288)  0.01
N (2.11727, 2.21365, -1.81747)  -0.17
C (2.38612, 3.40502, -1.38462)  0.01
C (1.97933, 3.93968, -0.12554)  -0.16
C (2.46042, 5.17156, 0.31850)  0.01
C (2.02722, 5.68276, 1.52022)  -0.02
C (1.09649, 4.96700, 2.28132)  -0.01
C (0.57829, 3.76428, 1.83447)  0.00
C (1.02774, 3.26654, 0.62750)  -0.28
O (0.52741, 2.11192, 0.11288)  -0.24
H (1.45692, 0.13613, -5.46729)  0.10
H (2.53435, 1.47358, -5.55126)  0.12
H (2.90291, 4.04262, -2.08910)  0.16
H (3.19158, 5.70562, -0.28290)  0.14
H (2.40568, 6.63389, 1.87478)  0.13
H (0.75786, 5.36577, 3.23170)  0.13
H (-0.17703, 3.22711, 2.39683)  0.12
C (2.75334, 1.88702, 4.14851)  -0.03
C (3.31657, 0.87042, 3.16075)  -0.55
O (4.31261, 0.01800, 3.73008)  -0.04
P (2.09578, -0.37170, 2.60751)  0.56
O (1.53352, -1.14013, 3.85973)  -0.05
O (3.01405, -1.47282, 1.94912)  -0.09
O (0.99448, 0.07564, 1.64714)  -0.36
P (3.97029, 1.70143, 1.61229)  0.46
O (5.23463, 0.85635, 1.16868)  -0.09
O (4.17339, 3.13800, 1.75160)  -0.19
O (2.92037, 1.19253, 0.54394)  -0.47
H (2.50947, 1.39470, 5.09024)  0.10
H (1.85758, 2.37578, 3.75741)  0.08
H (3.48851, 2.67068, 4.33066)  0.10
H (4.62013, 0.37842, 4.56835)  0.13
H (0.81022, -0.73477, 4.37174)  0.13
H (3.74648, -1.73827, 2.54145)  0.12
H (6.07055, 1.19885, 1.54067)  0.13
C (5.79134, 0.14241, -2.60328)  0.01
N (5.23078, -1.12692, -2.11875)  -0.10
C (6.08824, -2.32974, -2.13891)  0.00
C (3.97856, -1.14082, -1.66657)  -0.37
N (3.28927, -0.06203, -1.47488)  0.01
N (3.42782, -2.37761, -1.43443)  0.21
C (2.19438, -2.56942, -0.90002)  -0.44
N (1.79054, -3.84367, -0.80408)  0.24
N (1.45709, -1.58593, -0.50549)  -0.02
H (6.65281, -0.07518, -3.22345)  0.11
H (6.10846, 0.77879, -1.77411)  0.10
H (5.06410, 0.67178, -3.22075)  0.09
H (7.12336, -2.01171, -2.09683)  0.11
H (5.95130, -2.91474, -3.05178)  0.11
H (5.91684, -2.95118, -1.26100)  0.10
H (3.85061, 0.75417, -1.60439)  0.05
H (3.92688, -3.17891, -1.77361)  0.15
H (2.34398, -4.61389, -1.14034)  0.14
H (0.89740, -4.06803, -0.39964)  0.12
H (0.56241, -1.89569, -0.18486)  0.04
O (-0.56070, -0.11752, -0.39724)  -0.57
P (-2.08042, -0.46022, -0.16128)  0.95
C (-2.47414, -1.58086, -1.53316)  -0.32
C (-2.28803, -0.84551, -2.90890)  -0.23
C (-3.60327, -0.62231, -3.65429)  -0.18
C (-4.31225, -1.95324, -3.95711)  -0.17
C (-4.08127, -2.99342, -2.84241)  -0.17
C (-3.83276, -2.32802, -1.48616)  -0.18
C (-3.04070, 1.06600, -0.22308)  -0.30
C (-2.55640, 2.04159, 0.89651)  -0.18
C (-3.55311, 2.14500, 2.05046)  -0.18
C (-4.90801, 2.69499, 1.57335)  -0.17
C (-5.22607, 2.24748, 0.13515)  -0.17
C (-4.58479, 0.89326, -0.17699)  -0.17
C (-2.22892, -1.17630, 1.50259)  -0.30
C (-3.66802, -1.66568, 1.86333)  -0.17
C (-3.61572, -2.81820, 2.86782)  -0.17
C (-2.90868, -4.05437, 2.28599)  -0.16
C (-1.69277, -3.67049, 1.41005)  -0.18
C (-1.18577, -2.28325, 1.79575)  -0.19
H (-1.67425, -2.32278, -1.43889)  0.11
H (-1.64030, -1.46518, -3.53438)  0.10
H (-1.76446, 0.10192, -2.78759)  0.02
H (-3.39870, -0.08639, -4.58170)  0.12
H (-4.25257, 0.02791, -3.07106)  0.10
H (-3.95326, -2.35389, -4.90695)  0.12
H (-5.38088, -1.77232, -4.08216)  0.12
H (-3.21765, -3.62478, -3.08245)  0.12
H (-4.93749, -3.66156, -2.76504)  0.12
H (-3.82729, -3.08473, -0.70601)  0.09
H (-4.65453, -1.63907, -1.26386)  0.11
H (-2.77082, 1.47288, -1.20018)  0.13
H (-2.42513, 3.03222, 0.45303)  0.13
H (-1.58554, 1.74223, 1.26542)  0.06
H (-3.14502, 2.79112, 2.83122)  0.12
H (-3.68865, 1.16094, 2.50914)  0.09
H (-4.90477, 3.78548, 1.62514)  0.12
H (-5.69292, 2.35538, 2.25042)  0.12
H (-4.85765, 2.98340, -0.58769)  0.12
H (-6.30315, 2.18617, -0.00990)  0.12
H (-4.95039, 0.52225, -1.12731)  0.09
H (-4.88675, 0.17088, 0.58260)  0.10
H (-1.97784, -0.30935, 2.12166)  0.11
H (-4.20318, -2.00981, 0.98305)  0.09
H (-4.24709, -0.84307, 2.27597)  0.10
H (-4.63148, -3.07654, 3.16380)  0.13
H (-3.11066, -2.48409, 3.77903)  0.12
H (-3.61583, -4.64336, 1.69871)  0.12
H (-2.58132, -4.69582, 3.10455)  0.12
H (-1.96805, -3.67666, 0.35205)  0.09
H (-0.89952, -4.41305, 1.53299)  0.11
H (-0.23452, -2.04340, 1.34021)  0.05
H (-0.98793, -2.27710, 2.87049)  0.12


No. 2
A 4-piece molecular cluster, C32H59Cl3NO14P3 overall, computed with ωB97M-V/def2-TZVPD.

F_max: 8.65 eV/A
LUMO energy: -1.1 eV
Energy: -129729.8877 eV
Charge: 0
E_HOMO: -9.76 eV
Structure (SMILES): CC[C@@H](Cl)N1C(=O)c2ccc([C@H](Cl)[C@H](C)Cl)cc2C1=O.CCOP(=O)(OCC)OCC.CCOP(=O)(OCC)OCC.CCOP(=O)(OCC)OCC

Last column: Löwdin charge in e.
Positions of all 112 atoms, in Å:
C (4.76530, 1.55566, -5.48132)  -0.08
C (4.98203, 2.27120, -6.84939)  -0.25
C (5.72653, 3.62084, -6.74774)  -0.60
Cl (6.50813, 3.90402, -8.36381)  0.65
N (4.89203, 4.75546, -6.38261)  0.00
C (4.05600, 5.37201, -7.36475)  -0.36
O (4.34128, 6.19059, -8.18691)  0.15
C (2.67621, 4.76621, -7.04047)  -0.07
C (1.55037, 4.59703, -7.80783)  0.02
C (0.45655, 3.95576, -7.19399)  -0.01
C (0.51831, 3.53059, -5.87508)  -0.25
C (-0.65467, 2.78805, -5.20822)  -0.65
Cl (-0.99141, 3.46104, -3.58703)  0.65
C (-0.19751, 1.29699, -5.08564)  -0.77
C (-0.03995, 0.62858, -6.46592)  -0.12
Cl (-1.25315, 0.32404, -4.01390)  0.61
C (1.66691, 3.72430, -5.07487)  0.02
C (2.73442, 4.34352, -5.68085)  -0.06
C (4.13819, 4.68988, -5.17059)  -0.31
O (4.55399, 4.91238, -4.06942)  0.15
H (5.00722, 2.21993, -4.63198)  0.07
H (3.71014, 1.27424, -5.34299)  0.06
H (5.39416, 0.66129, -5.36846)  0.08
H (4.00198, 2.34709, -7.34514)  0.11
H (5.57613, 1.59863, -7.48549)  0.09
H (6.56444, 3.48708, -6.05135)  0.12
H (1.53541, 4.94650, -8.83923)  0.13
H (-0.45890, 3.77100, -7.75845)  0.12
H (-1.51325, 2.80456, -5.89190)  0.11
H (0.80943, 1.27463, -4.63954)  0.09
H (-0.99934, 0.59234, -7.00402)  0.09
H (0.39186, -0.37652, -6.36655)  0.08
H (0.65081, 1.19897, -7.10916)  0.07
H (1.73432, 3.40066, -4.03694)  0.12
O (-3.68393, -0.87826, -1.25269)  -0.22
P (-3.54465, -1.13781, 0.21507)  0.63
O (-5.07741, -1.57289, 0.61868)  -0.22
C (-5.56324, -2.84639, 0.18858)  -0.28
C (-5.00352, -3.97284, 1.03789)  -0.08
O (-3.55215, 0.43213, 0.71380)  -0.25
C (-3.08842, 1.48733, -0.13143)  -0.28
C (-4.26674, 2.25460, -0.69366)  -0.07
O (-2.91185, -1.62046, 1.65848)  -0.23
C (-2.95619, -0.86713, 2.87397)  -0.27
C (-4.34709, -0.67627, 3.43588)  -0.07
H (-5.32613, -3.00109, -0.86820)  0.11
H (-6.64935, -2.81858, 0.28189)  0.12
H (-3.92317, -4.06065, 0.89425)  0.07
H (-5.46217, -4.92603, 0.77231)  0.08
H (-5.17532, -3.78557, 2.09780)  0.06
H (-2.44526, 1.10880, -0.92534)  0.09
H (-2.48028, 2.15278, 0.48694)  0.12
H (-4.93978, 1.59763, -1.24559)  0.08
H (-3.93075, 3.05057, -1.36104)  0.07
H (-4.85005, 2.69889, 0.11532)  0.08
H (-2.43366, 0.08113, 2.75988)  0.11
H (-2.37018, -1.44559, 3.59261)  0.12
H (-4.94943, -0.01845, 2.81138)  0.07
H (-4.28559, -0.23070, 4.43086)  0.08
H (-4.87124, -1.63007, 3.50985)  0.07
O (-5.83791, -6.00143, 4.00901)  -0.22
P (-5.28562, -6.48035, 5.33296)  0.67
O (-6.15942, -7.87676, 5.45776)  -0.22
C (-5.78565, -8.99129, 4.64789)  -0.29
C (-4.55645, -9.69507, 5.19563)  -0.08
O (-6.23663, -5.48781, 6.24939)  -0.26
C (-6.64341, -4.19997, 5.78635)  -0.29
C (-8.09350, -4.24171, 5.35087)  -0.07
O (-4.39596, -6.84752, 6.67753)  -0.24
C (-4.82150, -6.66153, 8.03268)  -0.27
C (-5.98285, -7.53681, 8.44586)  -0.07
H (-5.61959, -8.66628, 3.61646)  0.11
H (-6.63269, -9.67804, 4.64491)  0.12
H (-3.67601, -9.05023, 5.13546)  0.07
H (-4.35103, -10.60544, 4.63035)  0.08
H (-4.69448, -9.95427, 6.24559)  0.07
H (-5.99706, -3.84228, 4.98501)  0.09
H (-6.53327, -3.50585, 6.62364)  0.12
H (-8.25196, -4.98939, 4.57311)  0.07
H (-8.41501, -3.26989, 4.97158)  0.08
H (-8.73298, -4.51807, 6.19118)  0.08
H (-5.01751, -5.61010, 8.23463)  0.11
H (-3.95543, -6.92590, 8.64440)  0.12
H (-6.90509, -7.25053, 7.94300)  0.07
H (-6.14622, -7.44909, 9.52173)  0.08
H (-5.78791, -8.58202, 8.20459)  0.07
O (5.52929, 2.30093, -0.14803)  -0.22
P (6.79196, 2.90733, 0.38443)  0.62
O (6.36423, 3.23846, 1.93851)  -0.22
C (6.20209, 2.14982, 2.84766)  -0.29
C (7.54057, 1.60695, 3.31681)  -0.08
O (6.63293, 4.39215, -0.30207)  -0.25
C (5.91187, 4.58373, -1.52349)  -0.29
C (4.56130, 5.20525, -1.23204)  -0.07
O (8.39475, 3.18083, 0.65601)  -0.23
C (9.01800, 4.46921, 0.69287)  -0.27
C (8.57188, 5.34269, 1.84337)  -0.07
H (5.60385, 1.36003, 2.38377)  0.11
H (5.64008, 2.53147, 3.70062)  0.12
H (8.08894, 1.14812, 2.49046)  0.07
H (7.39868, 0.85234, 4.09210)  0.08
H (8.16570, 2.40772, 3.71274)  0.07
H (5.81646, 3.65030, -2.07644)  0.09
H (6.50070, 5.26338, -2.14306)  0.12
H (3.97759, 4.59250, -0.54225)  0.08
H (3.99123, 5.33660, -2.14025)  0.04
H (4.68635, 6.17999, -0.75467)  0.08
H (8.91067, 4.97721, -0.26391)  0.11
H (10.08633, 4.26878, 0.80567)  0.12
H (7.53710, 5.66257, 1.73121)  0.07
H (9.19608, 6.23701, 1.89165)  0.08
H (8.65007, 4.80862, 2.79084)  0.07


No. 3
A 9-piece molecular cluster, C32H59F3NO11 overall, computed with ωB97M-V/def2-TZVPD.

F_max: 0.51 eV/A
LUMO energy: -5.0 eV
Energy: -66295.4241 eV
Charge: +1
E_HOMO: -11.34 eV

Last column: Löwdin charge in e.
Positions of all 106 atoms, in Å:
C (0.70033, -0.31376, -1.03271)  0.24
C (0.85971, 0.69599, -1.65574)  -0.05
C (1.04370, 1.80459, -2.53047)  -0.07
C (2.34143, 2.29119, -2.74150)  -0.02
C (3.49204, 1.66759, -1.98741)  -0.48
O (3.96205, 2.21803, -1.04432)  0.20
O (3.88815, 0.46323, -2.42248)  0.16
C (2.53860, 3.35272, -3.60411)  0.08
C (1.45872, 3.91395, -4.22464)  0.05
N (0.21657, 3.44140, -4.01633)  0.15
C (-0.90951, 4.10424, -4.73892)  -0.59
F (-1.81785, 4.48662, -3.86933)  0.23
F (-1.42404, 3.25588, -5.61362)  0.22
F (-0.44379, 5.16040, -5.38464)  0.20
C (-0.03689, 2.38983, -3.18609)  -0.02
C (-1.42360, 1.84757, -2.95787)  -0.11
O (-1.93918, 2.45133, -1.78037)  -0.06
C (-3.34641, 2.33295, -1.71770)  -0.28
C (-4.12058, 3.45166, -1.94631)  -0.01
C (-5.49991, 3.33114, -1.89491)  -0.06
C (-6.06697, 2.09546, -1.63564)  -0.08
C (-5.27130, 0.98961, -1.39010)  -0.06
C (-3.89033, 1.09827, -1.42495)  -0.02
H (0.56730, -1.19960, -0.45669)  0.08
H (3.56095, 0.30795, -3.32014)  0.14
H (3.52943, 3.74074, -3.78441)  0.15
H (1.59104, 4.74038, -4.90034)  0.16
H (-2.09279, 2.02238, -3.79566)  0.14
H (-1.32747, 0.76973, -2.82121)  0.14
H (-3.62780, 4.39117, -2.14505)  0.11
H (-6.13305, 4.18901, -2.06267)  0.12
H (-7.14068, 1.97933, -1.60740)  0.12
H (-5.73092, 0.03671, -1.16972)  0.12
H (-3.25734, 0.24992, -1.21192)  0.11
C (6.90831, -2.58967, -0.23788)  -0.08
C (6.06756, -2.74913, -1.48919)  -0.31
O (4.72704, -2.29172, -1.29026)  -0.10
H (6.46194, -3.14241, 0.58879)  0.08
H (7.92134, -2.96056, -0.39785)  0.07
H (6.97147, -1.53906, 0.05838)  0.07
H (5.99918, -3.79807, -1.76762)  0.09
H (6.52049, -2.20229, -2.32503)  0.11
H (4.76887, -1.36057, -1.05140)  0.05
C (8.06905, -5.79047, -4.41079)  -0.08
C (8.24149, -6.03309, -2.92369)  -0.31
O (6.99333, -6.00779, -2.23309)  -0.09
H (7.58377, -4.82880, -4.58239)  0.07
H (9.03210, -5.79525, -4.92224)  0.08
H (7.44007, -6.56383, -4.85793)  0.07
H (8.85829, -5.25339, -2.47917)  0.11
H (8.73509, -6.99444, -2.75018)  0.09
H (6.43785, -6.70307, -2.59924)  0.08
C (-2.55813, 1.18620, 2.72815)  -0.09
C (-1.50255, 0.33422, 2.06195)  -0.29
O (-1.77680, 0.16338, 0.66411)  -0.11
H (-3.54199, 0.74025, 2.59962)  0.05
H (-2.35802, 1.29334, 3.79116)  0.07
H (-2.57982, 2.18408, 2.27537)  0.08
H (-1.47938, -0.66648, 2.49202)  0.12
H (-0.51296, 0.78579, 2.19108)  0.10
H (-1.79965, 1.04680, 0.27742)  0.05
C (1.98709, 1.66784, 5.96964)  -0.09
C (1.11216, 1.50784, 4.74152)  -0.33
O (-0.18139, 2.08033, 4.92057)  -0.09
H (1.50966, 1.21162, 6.83676)  0.08
H (2.96108, 1.20061, 5.82034)  0.08
H (2.14716, 2.72462, 6.19510)  0.07
H (0.94319, 0.45267, 4.52816)  0.11
H (1.59820, 1.95547, 3.86679)  0.11
H (-0.06599, 3.01856, 5.10221)  0.08
C (-5.68973, -2.75247, 4.54558)  -0.09
C (-4.48757, -2.10201, 3.88878)  -0.32
O (-4.16150, -0.84570, 4.47935)  -0.10
H (-6.55620, -2.09330, 4.48812)  0.08
H (-5.93674, -3.69808, 4.06177)  0.08
H (-5.49221, -2.95160, 5.60120)  0.07
H (-4.69272, -1.89181, 2.83888)  0.11
H (-3.62006, -2.76946, 3.93504)  0.11
H (-3.96076, -0.99926, 5.40833)  0.09
C (-6.07182, 2.46354, 2.95770)  -0.07
C (-5.61929, 3.16224, 1.68961)  -0.30
O (-6.66613, 3.95833, 1.12298)  -0.09
H (-6.93604, 1.82974, 2.75244)  0.08
H (-5.27722, 1.84348, 3.37328)  0.05
H (-6.36831, 3.19231, 3.71641)  0.08
H (-5.34178, 2.43564, 0.92961)  0.09
H (-4.74920, 3.79714, 1.88864)  0.11
H (-6.90604, 4.61911, 1.78190)  0.07
C (11.67314, -8.99589, -0.70790)  -0.09
C (11.66105, -7.78623, -1.62378)  -0.33
O (11.39387, -8.15589, -2.97468)  -0.09
H (12.42090, -9.71466, -1.04278)  0.08
H (11.89802, -8.70989, 0.32045)  0.07
H (10.70215, -9.49702, -0.71762)  0.07
H (12.63299, -7.29590, -1.62075)  0.11
H (10.91562, -7.05710, -1.28579)  0.10
H (10.53378, -8.58693, -2.99117)  0.07
C (-10.01008, 5.85986, 1.74236)  -0.09
C (-10.56877, 4.46269, 1.94272)  -0.32
O (-9.92709, 3.50115, 1.11446)  -0.09
H (-10.10601, 6.16094, 0.69902)  0.08
H (-10.53266, 6.58576, 2.36653)  0.07
H (-8.94799, 5.89406, 2.00040)  0.06
H (-11.62361, 4.43520, 1.67381)  0.11
H (-10.48283, 4.16693, 2.99439)  0.11
H (-8.98793, 3.49391, 1.33486)  0.04